Molecular formula: C20H21N3O4S2
Method: DFT, ωB97M-V with the def2-TZVPD basis set

CARTESIAN COORDINATES (ANGSTROEM)
H  -2.0763  0.0874  0.6368
H  4.4581  -2.2505  3.8890
H  -2.0030  1.8616  2.3334
C  0.2281  2.1295  4.9399
O  2.8976  1.8962  -1.2743
H  0.1482  -2.8681  2.1806
C  3.6263  -1.6830  3.4807
C  1.3913  3.1479  -3.1299
C  0.0545  -2.2441  -1.9294
C  0.8161  0.8948  4.8586
N  0.8094  -1.3371  3.6090
O  2.3325  -1.8736  5.8115
H  3.5135  -1.8634  2.4319
C  0.7273  -0.1589  -0.6970
H  3.7431  -0.6003  3.6807
H  1.6439  0.6024  5.4651
C  -1.0029  -4.2946  -2.5391
C  1.0231  -3.6271  -3.6804
S  2.1694  -2.1816  4.4128
H  2.0900  3.9602  -3.0949
C  -1.2650  -1.6940  -0.2412
H  -1.8280  -4.9837  -2.4122
N  -1.7667  -2.7882  -0.7019
C  -0.8535  -0.8884  2.1362
C  0.3414  -0.0597  3.8982
C  -1.8015  -0.9279  0.9269
H  1.6679  2.4643  -3.9361
C  0.0430  -1.8560  2.5601
H  0.3717  3.5060  -3.2385
N  -0.1604  -1.3054  -0.9712
S  1.4991  2.2809  -1.5352
H  -1.2083  3.4417  4.0844
C  1.0190  -2.4195  -2.9056
H  1.7735  -3.7656  -4.4577
C  -1.2351  1.5513  3.0822
C  0.5172  0.8241  -1.8212
H  0.8106  0.3802  -2.7827
H  0.5580  2.8544  5.6635
C  -0.7902  2.4707  4.0602
C  -0.6911  0.2600  3.0170
H  1.7620  -1.6440  -3.0522
O  1.9942  -3.6451  4.1969
H  -2.7350  -1.4283  1.2367
C  -0.9676  -3.1623  -1.7656
H  0.4906  0.3596  0.2478
H  1.7731  -0.4790  -0.6674
O  0.9213  3.0959  -0.4783
H  -0.0250  -5.5116  -4.0378
C  0.0063  -4.5612  -3.4624
H  -0.5213  1.0987  -1.8825

Force components x, y, z for each atom (eV/Å):
0.15 0.08 0.01
-0.10 -0.04 0.15
0.65 -0.25 0.80
-0.01 -0.23 -0.14
-1.72 -0.07 -0.99
0.28 0.25 0.23
-0.59 1.28 1.01
-0.23 -0.88 0.59
0.33 -0.52 -0.77
-0.16 -1.61 -1.05
1.28 -0.99 1.25
-0.46 1.42 -1.19
-0.31 -0.20 -0.51
-0.47 -0.32 0.01
0.14 -0.53 -0.19
0.34 0.01 0.55
-0.24 -1.06 -0.49
-0.36 1.62 1.01
-0.65 -4.26 -0.15
0.32 0.45 0.16
0.25 0.22 -0.17
0.07 -0.12 0.05
-0.93 -0.63 0.12
0.41 -0.27 -0.08
0.78 1.57 1.39
0.06 -0.65 1.03
-0.06 0.03 0.19
-0.87 0.81 -0.79
-0.04 0.04 -0.05
0.92 1.82 1.51
2.05 1.01 0.85
-0.42 0.79 0.02
0.67 -0.88 -0.95
-0.14 -0.01 0.30
-0.48 1.04 0.02
0.59 -0.01 -0.54
0.04 0.26 0.21
0.18 0.05 0.16
-0.51 -1.68 -1.55
0.34 -0.17 -0.29
0.21 -0.22 -0.14
-0.17 3.31 -0.65
0.29 0.18 -0.31
-0.13 -0.21 0.39
-0.06 -0.67 -0.20
-0.18 -0.07 0.07
-0.41 -0.56 -1.01
0.04 0.87 0.44
-0.20 -0.37 -0.34
-0.44 0.35 0.00

Calculated values
E_LUMO ... 0.0093 hartree
ΔE to the lowest compared entry with this formula, charge and spin ... 59.81 kcal per mole
Charge ... 0
DFT total energy ... -2036.3003 a.u.
Orbital gap ... 0.32092 hartree
2S+1 ... 1
Max |F| ... 4.31 eV/A
E_HOMO ... -8.48 eV
SMILES string ... CS(=O)(=O)CCn1c(Cc2cn(S(C)(=O)=O)c3ccccc23)nc2ccccc21

***

Molecular formula: C20H21N3O5S
Method: DFT, ωB97M-V with the def2-TZVPD basis set

CARTESIAN COORDINATES (ANGSTROEM)
H  1.5087  0.9390  2.3503
C  1.8387  -0.0933  2.4108
C  1.5798  -2.2145  3.3458
H  -2.0049  3.5351  0.5716
C  -1.2318  1.6518  0.5607
C  2.8267  -2.5970  2.8734
O  -1.6444  -1.5891  3.5129
H  -0.8530  -3.3491  -7.4063
H  -0.5767  -0.3680  0.9571
C  -0.1030  -2.7810  -4.7501
H  -3.1887  2.3327  0.9170
C  -1.4389  1.2484  -0.8534
C  -1.8483  1.9320  3.4022
C  -2.2343  2.7301  1.1052
H  3.5433  2.3905  -0.2589
H  2.4728  1.1901  -0.8710
H  1.0289  -3.0553  3.7348
N  -0.7677  0.2403  -1.4345
H  -1.0727  3.7986  2.6461
H  2.2337  1.9538  0.7107
C  0.0718  -1.9315  -3.5729
H  -2.2467  -0.1898  1.3316
H  -2.8500  1.5640  3.6965
H  0.4277  -3.6309  -5.0986
H  -0.1681  1.9968  0.6239
O  4.9415  0.2455  0.4566
H  4.5649  -2.0134  1.7429
C  1.0765  -0.9301  3.1382
C  -0.8582  -0.8902  -3.7206
H  3.1669  -3.6559  2.9401
H  0.7912  -2.0541  -2.8214
O  -1.5397  -0.9783  -4.9450
H  -1.2816  2.1181  4.3558
C  -1.3259  0.3653  1.3913
C  3.7513  0.4889  0.7547
C  -1.9157  3.1727  2.5123
C  3.0819  -0.3817  1.8195
H  -2.3542  -2.4504  -7.0373
H  -1.0219  -1.4804  -7.6179
N  -1.9382  1.2632  -2.9813
N  -1.0641  0.8582  2.7704
C  -1.1634  0.1786  -2.7720
S  -0.6714  -0.5190  3.7075
C  -1.2916  -2.4343  -7.0466
O  -0.7989  -0.0913  5.1126
O  -2.1990  1.9258  -1.7774
C  3.5826  -1.6759  2.1226
C  2.9565  1.5574  0.0194
C  -0.9892  -2.0726  -5.6311
H  -2.8029  3.7505  3.0015

Force components x, y, z for each atom (eV/Å):
-0.34 -0.06 -0.36
0.77 3.02 -0.98
-0.25 -1.24 -0.15
0.01 3.50 -2.93
-0.39 -0.20 0.38
0.50 0.59 -0.79
1.79 0.20 -1.59
0.28 -0.03 0.10
-0.39 0.91 1.15
-1.75 3.73 -1.22
-1.53 -0.07 0.11
1.24 -1.33 -3.29
0.78 -0.58 1.52
2.27 -2.42 0.90
1.12 0.61 -0.34
-0.30 -0.44 -0.16
-0.66 0.36 0.50
-0.87 0.26 1.28
1.09 0.43 -0.37
-0.70 0.10 0.06
-2.70 0.51 -2.56
-0.85 0.21 -0.16
0.26 0.22 -0.31
0.48 -0.53 0.16
-0.82 -0.08 0.08
-2.94 0.64 0.73
-0.70 0.46 0.00
-1.32 -1.80 0.95
1.19 -1.22 -0.29
-0.29 1.10 0.22
0.50 -0.09 1.09
1.59 -1.05 -0.14
-0.79 0.02 -0.82
1.10 0.85 -0.07
2.83 -0.94 -0.46
-3.18 -1.22 2.13
-0.27 -1.58 0.34
-1.16 -0.45 -0.77
-0.14 -1.61 0.12
-0.60 -1.29 -1.85
1.76 -2.96 -0.26
-1.89 3.82 2.13
-2.42 1.26 2.97
-0.32 3.39 0.64
1.86 0.11 -1.73
2.09 -2.01 0.57
0.53 0.05 -0.35
-0.15 -0.64 1.23
2.27 -1.86 3.78
1.40 -0.65 -1.22

Calculated values
E_LUMO ... -0.0139 hartree
ΔE to the lowest compared entry with this formula, charge and spin ... 164.35 kcal per mole
Charge ... 0
DFT total energy ... -1713.2086 a.u.
Orbital gap ... 0.29725 hartree
2S+1 ... 1
Max |F| ... 4.79 eV/A
E_HOMO ... -8.47 eV
SMILES string ... CC(=O)c1cccc(S(=O)(=O)N2CCC[C@H](c3nc(-c4ccc(C)o4)no3)C2)c1

***

Molecular formula: C20H21N3O6
Method: DFT, ωB97M-V with the def2-TZVPD basis set

CARTESIAN COORDINATES (ANGSTROEM)
H  -2.4102  -2.6365  -2.3817
C  3.3560  0.4976  0.1351
H  -3.3530  -0.3524  4.0206
O  4.6449  0.0935  -0.2073
H  -1.4614  -1.5395  -3.3237
N  -0.4140  1.8707  1.5492
C  -2.3888  0.8555  -2.1523
H  5.1435  2.3028  -1.5039
H  3.6399  3.2049  -1.8416
O  -2.8121  -0.6835  1.7174
C  0.4165  -1.1717  3.5875
C  3.1048  1.8704  0.3929
H  1.6889  3.2870  1.1552
N  -2.3991  -0.6880  3.9244
C  5.0340  -1.2311  0.1877
C  -2.4432  -0.9266  0.4236
C  -0.4874  -1.0342  2.4931
H  -3.1131  1.5676  -1.7478
H  -4.8089  0.1003  -2.8522
C  -1.9206  -0.8014  2.7254
C  -1.1125  -1.2023  0.0682
H  -3.7328  -0.6059  -4.0789
O  -1.2994  2.1003  0.6983
C  -0.7985  -1.6353  -1.3109
H  -1.8354  -0.6603  4.7608
C  4.4815  3.0979  -1.1334
C  -4.1201  -0.6843  -3.0338
C  1.8391  2.2669  0.9324
C  -1.9247  -1.6675  -2.3381
C  -3.5757  -0.8170  -0.5719
H  5.1060  4.0204  -1.1176
C  2.3173  -0.4077  0.3882
H  -4.6639  -1.6358  -2.8907
C  0.8145  1.3616  1.1367
H  -2.1933  1.0960  -3.1706
O  0.2672  -2.1441  -1.5802
O  -0.5212  2.0712  2.7529
H  4.4997  -2.0309  -0.3368
H  -4.2612  0.0233  -0.3239
H  -1.4140  0.9517  -1.6722
O  4.0246  2.8858  0.2285
C  -2.9931  -0.5666  -2.0319
C  0.0276  -1.1284  1.0836
H  0.5109  -2.1065  1.0494
H  6.0702  -1.3481  -0.1460
H  2.4420  -1.4460  0.1824
H  -4.1249  -1.7501  -0.4995
C  1.0565  -0.0154  0.8763
N  1.1250  -1.2004  4.5117
H  4.9721  -1.4079  1.2653

Force components x, y, z for each atom (eV/Å):
0.02 -0.37 0.36
0.42 0.18 0.80
0.33 -0.19 0.02
-1.10 0.13 0.27
-0.11 0.21 0.14
-3.07 0.95 0.79
-0.12 -0.79 0.86
-0.32 -0.10 0.36
0.22 0.07 0.46
-0.37 0.11 0.36
-0.15 0.45 0.56
-0.97 0.19 0.34
-0.05 1.05 0.13
-2.54 0.60 2.07
0.36 -0.22 -0.59
3.09 -0.12 -1.27
-4.32 0.34 0.31
0.32 0.14 0.02
-0.87 0.88 -0.06
6.28 -1.03 -2.11
-2.44 1.19 1.19
-0.37 -0.12 0.78
1.41 -0.45 1.42
-0.88 -1.17 0.09
0.29 -0.03 -0.41
0.48 0.34 0.07
0.38 -1.03 -0.49
1.34 -1.40 -1.03
-0.20 1.54 0.34
1.04 0.70 -0.48
-0.72 -0.55 0.10
-0.54 1.28 0.26
0.24 0.28 -0.30
3.17 -2.17 -1.65
-0.13 0.11 -1.05
0.59 0.33 0.06
-0.39 0.21 -0.82
-0.31 0.30 0.04
0.48 -0.54 0.12
-0.27 0.09 0.42
0.05 -0.54 -0.76
0.48 -0.60 0.38
-0.30 -0.33 0.41
0.57 0.21 -0.49
-0.13 0.29 0.24
0.15 -0.52 -0.06
-0.36 -0.19 -0.30
0.12 0.14 -0.94
-0.68 -0.15 -0.92
-0.13 0.31 -0.07

Calculated values
E_LUMO ... -0.0050 hartree
ΔE to the lowest compared entry with this formula, charge and spin ... 185.44 kcal per mole
Charge ... 0
DFT total energy ... -1390.2680 a.u.
Orbital gap ... 0.29005 hartree
2S+1 ... 1
Max |F| ... 6.70 eV/A
E_HOMO ... -8.03 eV
SMILES string ... COc1cc([C@H]2C(C#N)=C(N)OC3=C2C(=O)CC(C)(C)C3)c([N+](=O)[O-])cc1OC

***

Molecular formula: C20H21N4O6
Method: DFT, ωB97M-V with the def2-TZVPD basis set

CARTESIAN COORDINATES (ANGSTROEM)
H  -4.4924  -1.6282  1.6745
N  -0.4221  1.3800  -1.2323
H  1.2913  -0.4407  3.5931
C  0.6021  -5.1615  -2.0240
C  -0.2020  -6.2865  -1.8313
C  -2.6259  -0.3572  -1.3175
C  -3.7084  -1.1826  -0.3825
H  -0.8231  1.3790  1.6726
H  -4.4910  -1.8900  -0.9277
O  1.0931  5.9956  -2.0714
H  -3.9590  -0.1714  3.9012
C  -1.3186  -3.7286  -1.5924
C  -2.8476  -0.2164  3.5343
O  0.3335  -0.7219  3.8049
C  4.3521  2.9936  -0.3982
H  -1.9693  1.9732  3.8183
C  0.0402  -3.8836  -1.8974
H  1.6540  -5.2964  -2.2661
O  0.5354  3.9048  -1.7096
C  5.2925  4.0235  -0.3376
H  4.6268  1.9886  -0.0854
C  -1.5829  0.6847  1.1019
H  2.3363  2.4406  -0.8934
C  -1.5541  -6.1350  -1.5200
H  3.4109  6.5990  -1.5116
H  6.2976  3.8179  0.0268
H  -2.4362  -1.2886  3.8596
H  -2.2463  0.9343  5.4082
C  4.9509  5.3155  -0.7402
N  0.8860  -2.6970  -2.0736
C  -0.2923  0.5096  4.3107
C  -1.5224  0.5800  -0.5482
C  -2.1134  -4.8612  -1.4048
N  1.3516  4.8374  -1.7114
H  -3.1687  -4.7514  -1.1647
H  -2.1758  -7.0152  -1.3651
H  5.6898  6.1126  -0.6914
H  -2.6432  -0.4475  -2.4932
C  -1.8866  0.8889  4.2708
C  3.0585  3.2534  -0.8551
C  3.6614  5.5869  -1.2016
H  -1.7688  -2.7428  -1.4960
H  0.2474  0.7243  -1.7375
O  2.0789  -2.8756  -2.3613
O  0.3601  -1.5851  -1.9207
N  -3.7627  -1.0932  1.1533
H  -0.8866  2.0198  -1.9138
C  2.7161  4.5531  -1.2515
O  0.5330  1.4504  4.8467
H  0.2263  -7.2826  -1.9209
C  -2.7266  -0.2063  1.8726

Force components x, y, z for each atom (eV/Å):
1.03 0.73 -0.57
-2.33 -2.25 0.56
-1.93 -0.46 0.88
-0.03 0.08 0.02
-0.17 0.37 0.04
-0.52 -0.04 4.88
2.27 2.08 0.01
-1.79 -1.68 -1.24
1.76 1.69 1.58
0.34 -1.96 0.60
2.12 0.21 -0.94
0.04 -0.10 -0.01
1.00 -1.01 -0.70
-0.98 3.74 0.39
-0.15 0.38 -0.12
0.25 -2.30 0.92
-0.53 -0.79 0.13
-0.24 0.24 0.06
1.03 1.26 -0.08
-0.11 0.03 -0.04
-0.10 0.20 -0.09
-3.27 -3.01 -2.56
0.02 0.36 -0.04
0.07 0.06 -0.01
-0.14 -0.33 0.04
-0.22 0.04 -0.09
-0.90 2.24 -0.75
0.99 -0.03 -2.54
-0.28 -0.29 -0.02
1.39 0.41 -0.34
5.27 4.23 2.41
-1.47 -1.33 1.87
0.47 0.06 -0.09
-1.01 0.81 -0.54
0.20 0.00 -0.06
0.14 0.19 -0.05
-0.21 -0.15 -0.04
-0.03 0.09 2.78
-0.14 -0.81 0.41
0.04 0.05 0.01
-0.04 -0.06 0.01
0.39 -0.25 -0.06
-1.32 0.87 0.73
-2.16 0.47 0.54
0.54 -1.07 -0.16
4.16 2.93 -3.60
0.70 -0.65 0.59
0.90 -0.18 0.33
-5.35 -6.01 -3.63
-0.05 0.26 0.00
0.40 0.66 -1.40

Calculated values
E_LUMO ... -0.1773 hartree
Charge ... +1
DFT total energy ... -1444.4460 a.u.
Orbital gap ... 0.25694 hartree
2S+1 ... 1
Max |F| ... 8.83 eV/A
E_HOMO ... -11.82 eV